Entry 1:
Computed, not measured: an isolated molecule of C5H11NO in a non-equilibrium geometry, with wB97M-V/def2-TZVPD.

Results
Molar mass ... 101.1 g mol⁻¹
Energy above the lowest of the compared OMol25 structures with the same formula, charge and spin ... 4.0286 eV
Total energy ... -8897.66874 eV

Structure (ORCA input):
```
! wB97M-V def2-TZVPD RIJCOSX def2/J DEFGRID3
* xyz 0 1
C 0.694 -0.736 -0.861
C 0.230 0.715 -1.228
C 0.008 1.479 0.053
C 0.210 2.743 0.245
N -0.308 -1.818 -0.577
C -0.497 -1.934 0.893
O -1.535 -1.066 1.396
H 1.270 -0.745 0.093
H 1.436 -1.229 -1.480
H 1.242 1.106 -1.850
H -0.624 0.688 -1.870
H 0.074 0.870 0.928
H 0.139 3.273 1.154
H 0.022 3.543 -0.416
H -1.155 -1.934 -1.044
H -0.474 -3.027 1.158
H 0.358 -1.645 1.578
H -1.092 -0.285 1.828
*
```

---

Entry 2:
Computed, not measured: a structure of composition C26H63BeCl4CsFKNO13P2S2 in a non-equilibrium geometry, with wB97M-V/def2-TZVPD.

Results
Molar mass ... 1065.7 g mol⁻¹
Total energy ... -166385.62634 eV

Structure (ORCA input):
```
! wB97M-V def2-TZVPD RIJCOSX def2/J DEFGRID3
* xyz 1 1
C 0.977 -2.295 -0.022
C -0.104 -1.450 0.935
O -1.437 -1.816 0.436
C -2.440 -0.770 0.671
C -2.244 0.607 -0.189
P -1.942 0.379 -2.057
C -3.587 1.249 -2.558
C -4.940 0.486 -2.031
C -5.559 -0.625 -3.067
C -5.231 -2.174 -2.549
S -4.086 -3.124 -3.689
O -3.728 -2.401 -5.010
O -2.781 -3.454 -2.865
O -4.927 -4.568 -4.155
C -1.398 0.187 -3.918
C -0.005 -0.712 -3.958
C 1.209 0.043 -4.826
O -0.198 -2.086 -4.446
H 2.020 -1.767 0.022
H 0.491 -2.257 -1.111
H 0.963 -3.398 0.369
H 0.188 -0.324 0.806
H 0.054 -1.692 2.094
H -2.516 -0.493 1.823
H -3.497 -1.259 0.408
H -3.190 1.299 0.024
H -1.327 1.192 0.289
H -0.729 1.192 -1.895
H -1.968 -1.060 -2.002
H -3.642 1.289 -3.735
H -3.624 2.384 -2.199
H -5.771 1.333 -1.912
H -4.843 -0.026 -0.981
H -6.746 -0.523 -2.998
H -5.285 -0.449 -4.192
H -4.719 -2.165 -1.479
H -6.213 -2.823 -2.424
H -4.404 -5.300 -3.676
H -1.079 1.283 -4.267
H -2.259 -0.255 -4.590
H 0.427 -0.798 -2.849
H 1.147 1.212 -4.767
H 2.275 -0.252 -4.377
H 1.241 -0.324 -5.957
H -0.334 -2.091 -5.455
K -3.646 1.524 1.697
C 4.214 0.825 -1.620
C 3.441 2.139 -1.698
C 3.739 3.099 -0.522
O 3.100 2.741 0.708
C 3.773 1.732 1.445
N 2.006 1.845 -1.803
H 3.794 0.130 -0.887
H 4.189 0.312 -2.589
H 5.264 0.999 -1.365
H 3.757 2.644 -2.619
H 3.337 4.085 -0.784
H 4.817 3.235 -0.373
H 4.860 1.801 1.344
H 3.421 0.747 1.137
H 3.515 1.856 2.500
H 1.503 2.721 -1.955
H 1.688 1.543 -0.877
F -6.646 -4.301 -1.719
Be 5.354 5.028 -0.725
C -4.912 -1.182 -7.945
C -5.462 -2.213 -8.929
C -6.060 -1.449 -10.109
S -5.161 0.091 -10.214
O -6.071 1.177 -9.918
O -4.329 0.078 -11.401
C -4.129 -0.185 -8.787
H -4.281 -1.645 -7.181
H -5.742 -0.675 -7.439
H -4.644 -2.854 -9.281
H -6.208 -2.862 -8.460
H -5.946 -2.001 -11.045
H -7.115 -1.215 -9.940
H -3.943 0.759 -8.273
H -3.187 -0.618 -9.135
C 6.513 -3.327 6.059
O 7.005 -2.177 5.397
P 5.858 -0.882 5.365
O 5.580 -1.171 3.888
O 7.044 0.257 5.481
C 8.415 -0.048 5.346
O 4.712 0.414 5.334
C 3.803 0.370 6.414
H 7.276 -4.104 6.032
H 6.290 -3.081 7.099
H 5.611 -3.691 5.559
H 8.617 -0.608 4.428
H 8.752 -0.604 6.225
H 8.978 0.889 5.307
H 4.347 0.419 7.361
H 3.217 -0.545 6.367
H 3.127 1.225 6.342
C 2.904 0.841 10.590
Cl 2.858 2.553 10.135
Cl 1.353 0.061 10.236
Cl 4.224 0.009 9.749
H 3.086 0.775 11.665
C -1.862 2.757 8.263
C -1.094 2.270 7.023
C -0.099 3.356 6.582
O -1.967 2.099 6.046
H -2.424 3.681 8.074
H -2.572 1.999 8.619
H -1.166 2.962 9.085
H -0.481 1.422 7.363
H -0.595 4.303 6.330
H 0.481 3.038 5.707
H 0.615 3.568 7.387
Cl -0.715 1.468 9.722
Cs 9.785 -1.813 6.514
*
```

---

Number 1: LUMO level 0.9591 eV, orbital gap 9.92 eV, E_HOMO -8.96 eV. Number 2: LUMO level -6.5155 eV, orbital gap 1.15 eV, E_HOMO -7.67 eV.